Model P:
Density functional theory data (the ωB97M-V functional and the def2-TZVPD basis) for a 8-piece molecular cluster, C24H48O24 overall.

Properties
* HOMO level: -10.6248 eV
* orbital gap: 11.126 eV
* lowest unoccupied orbital energy: 0.5 eV
* structure (SMILES): COC(=O)OC.COC(=O)OC.COC(=O)OC.COC(=O)OC.COC(=O)OC.COC(=O)OC.COC(=O)OC.COC(=O)OC

XYZ file:
```
96
C24H48O24, DFT the ωB97M-V functional and the def2-TZVPD basis
O -1.183 -1.034 1.103
O 4.245 -1.581 -3.784
O -2.189 2.343 2.298
O -5.568 -5.783 -0.418
O 1.625 1.999 -5.059
O -5.916 -3.401 5.525
O 4.276 0.257 3.620
O -5.030 -3.739 -0.582
O -3.958 1.012 2.658
O 6.482 -1.562 -4.156
O -6.878 -2.278 3.792
O -7.881 -3.979 4.614
O 0.829 2.884 -3.159
O 2.206 0.679 2.936
O -7.204 -4.199 -0.250
O 5.817 3.634 -1.880
O 0.296 0.227 0.236
O 5.981 5.670 -0.928
O 7.379 4.896 -2.557
O 0.777 3.944 -5.177
O -1.213 -0.770 -1.134
O 3.859 1.445 1.721
O 5.765 -0.919 -2.240
O -3.692 2.183 0.763
C -0.778 -0.481 -0.046
C -4.922 1.856 0.163
C 8.194 6.050 -2.541
C 5.350 -1.284 -3.465
C 5.668 0.315 3.388
C 1.182 0.503 -0.834
C 2.268 0.910 -4.404
C 4.711 3.226 -1.077
C 1.661 -0.123 3.959
C 4.778 -0.676 -1.250
C -2.515 -1.508 1.216
C -5.722 -1.611 3.368
C -6.782 -3.224 4.718
C 1.022 2.961 -4.350
C 6.312 -2.131 -5.444
C 3.480 0.790 2.649
C 0.337 5.184 -4.662
C -1.573 1.989 3.531
C -6.055 -4.542 -0.365
C -5.272 -2.336 -0.651
C -6.412 -6.838 0.051
C -3.299 1.710 1.928
C -8.005 -5.162 5.363
C 6.381 4.817 -1.687
H -5.697 2.120 0.888
H -4.362 -1.791 -0.876
H 2.083 -1.132 3.970
H 5.977 1.259 2.945
H 3.910 -0.193 -1.703
H 5.709 -1.523 -6.115
H -3.158 -0.922 0.562
H -2.561 -2.577 1.014
H -5.818 -1.368 2.310
H 0.665 1.071 -1.610
H -5.763 -2.128 0.298
H 3.134 1.162 -3.789
H -6.997 -7.213 -0.788
H 5.906 -3.144 -5.409
H -5.824 -7.653 0.464
H -7.079 -6.474 0.831
H -5.173 2.427 -0.728
H 4.858 3.279 -0.002
H 6.046 -0.537 2.819
H 5.167 -0.055 -0.449
H 7.317 -2.269 -5.839
H -1.181 2.884 4.001
H 2.023 1.105 -0.497
H -9.009 -5.573 5.323
H -7.632 -4.983 6.372
H -2.859 -1.284 2.224
H -0.868 1.190 3.308
H 2.497 0.204 -5.193
H 1.947 0.218 4.956
H -7.379 -5.949 4.930
H 7.851 6.873 -3.169
H -2.272 1.527 4.232
H 0.217 5.849 -5.512
H -4.730 -2.021 3.562
H 8.477 6.443 -1.566
H 1.570 0.500 -3.671
H 0.589 -0.202 3.827
H 9.138 5.762 -3.007
H 4.447 -1.656 -0.902
H 1.043 5.629 -3.958
H 4.626 2.176 -1.360
H -5.576 -0.603 3.772
H 6.113 0.187 4.375
H -5.027 0.801 -0.093
H 1.519 -0.468 -1.206
H 3.832 3.735 -1.472
H -5.939 -2.067 -1.473
H -0.588 5.066 -4.095
```



Model Q:
Density functional theory data (the ωB97M-V functional and the def2-TZVPD basis) for a 8-piece molecular cluster, C24H48O24 overall.

Properties
* HOMO level: -10.6869 eV
* orbital gap: 11.137 eV
* lowest unoccupied orbital energy: 0.5 eV
* structure (SMILES): COC(=O)OC.COC(=O)OC.COC(=O)OC.COC(=O)OC.COC(=O)OC.COC(=O)OC.COC(=O)OC.COC(=O)OC

XYZ file:
```
96
C24H48O24, DFT the ωB97M-V functional and the def2-TZVPD basis
O 2.787 6.646 -2.899
O 1.306 -3.768 0.284
O -1.293 -0.087 1.348
O -1.530 2.181 -5.058
O -0.430 2.790 -3.321
O 3.078 -5.102 0.667
O -2.555 -4.907 5.810
O 2.551 4.675 -3.963
O 0.037 1.580 1.528
O 6.009 -1.350 0.358
O -1.619 -2.880 6.136
O 4.567 0.248 1.024
O -4.077 2.865 0.753
O 1.026 -5.488 1.529
O -1.417 -1.079 -2.205
O 5.735 0.590 -0.757
O 0.926 -0.488 1.350
O -4.813 2.318 2.766
O -5.944 3.820 1.591
O -3.644 -1.345 -2.065
O 3.781 4.903 -2.095
O -2.686 2.867 -3.250
O -1.621 -3.707 4.148
O -2.432 -3.100 -1.970
C -3.800 0.051 -2.234
C -1.769 -4.794 3.258
C 6.767 0.225 -1.664
C -3.744 1.384 2.776
C -1.649 2.632 -3.815
C 1.832 7.206 -3.777
C -1.182 -3.777 -2.061
C 2.117 -2.929 -0.531
C 2.987 5.343 -3.060
C -1.591 -1.469 1.137
C -2.054 -2.906 7.501
C 5.487 -0.284 0.221
C -2.715 2.002 -5.811
C -2.391 -1.780 -2.098
C 4.032 3.495 -2.124
C -0.019 0.264 1.372
C -4.218 3.544 -0.487
C -5.026 3.062 1.679
C 4.150 -0.593 2.095
C 1.917 -4.824 0.807
C -1.987 -3.927 5.407
C -0.353 3.144 -1.959
C 1.458 -6.724 2.076
C 1.357 2.131 1.577
H -2.960 0.940 -5.843
H 6.643 -0.783 -2.058
H -3.263 4.016 -0.730
H 1.230 3.198 1.715
H 2.836 -2.390 0.090
H -2.623 -1.498 0.792
H 2.360 -6.573 2.666
H -1.776 -4.426 2.239
H 3.082 2.983 -1.972
H 1.884 1.925 0.644
H -3.946 0.673 3.575
H -3.106 -3.168 7.564
H -1.867 -1.906 7.877
H 0.555 3.716 -1.776
H -0.966 -1.861 0.339
H -0.479 -3.435 -1.307
H -3.563 2.548 -5.400
H 7.737 0.308 -1.177
H -0.372 2.266 -1.311
H 4.971 -0.767 2.790
H -4.409 2.820 -1.273
H 1.468 8.142 -3.362
H -2.755 1.816 2.918
H 3.355 -0.065 2.611
H 0.958 6.566 -3.910
H -1.466 -3.620 8.077
H 6.688 0.918 -2.498
H -3.715 0.812 1.848
H 4.429 3.231 -3.102
H -1.175 3.788 -1.643
H -3.569 0.385 -3.251
H -4.945 4.352 -0.490
H 2.272 7.379 -4.759
H -0.955 -5.511 3.383
H -2.517 2.363 -6.817
H 2.692 -3.518 -1.242
H 1.647 -7.443 1.278
H -4.836 0.310 -2.035
H 0.663 -7.122 2.698
H -0.738 -3.661 -3.050
H 1.484 -2.171 -0.979
H -2.675 -5.369 3.461
H 4.721 3.247 -1.326
H -1.481 -2.023 2.066
H 1.922 1.694 2.397
H -3.138 0.626 -1.582
H -1.388 -4.830 -1.895
H 3.737 -1.541 1.764
```



Most stable to least stable: model Q, model P



Model P:
Density functional theory data (the ωB97M-V functional and the def2-TZVPD basis) for a 8-piece molecular cluster, C24H48O24 overall.

Properties
* HOMO level: -10.6206 eV
* orbital gap: 10.898 eV
* lowest unoccupied orbital energy: 0.3 eV
* structure (SMILES): COC(=O)OC.COC(=O)OC.COC(=O)OC.COC(=O)OC.COC(=O)OC.COC(=O)OC.COC(=O)OC.COC(=O)OC

XYZ file:
```
96
C24H48O24, DFT the ωB97M-V functional and the def2-TZVPD basis
O -1.416 -0.524 0.002
O 2.294 -3.232 10.756
O 4.517 -3.351 9.948
O 7.607 -0.080 1.772
O -2.504 -1.227 5.250
O -5.671 0.316 -8.275
O -6.196 1.409 -9.970
O 9.724 -0.071 2.539
O 7.856 -0.446 3.920
O -6.339 3.904 0.020
O -0.884 -2.646 0.668
O -0.903 0.304 5.951
O -0.377 2.640 -5.237
O -5.939 5.213 -1.478
O -0.415 1.673 -7.194
O 0.421 -0.769 1.056
O -2.504 0.817 4.335
O 2.818 -2.045 8.983
O 4.087 -1.561 -2.253
O -0.991 0.414 -5.327
O 4.915 -3.615 -2.087
O -6.256 2.525 -8.006
O -6.839 3.227 -2.071
O 3.772 -3.019 -4.000
C 3.586 -1.220 8.114
C 1.363 -1.479 1.792
C -2.082 2.107 4.091
C 4.960 -5.015 -2.266
C -6.016 -0.087 -6.939
C 2.621 -3.647 12.109
C -6.387 4.034 -1.252
C -0.748 2.868 -3.832
C -0.629 -1.407 0.561
C -0.667 1.464 -5.890
C 3.320 -2.987 9.861
C 8.067 0.283 0.458
C 8.655 -0.743 5.046
C -0.191 0.566 -8.019
C -1.870 -0.016 5.247
C -6.078 1.509 -8.679
C 8.512 -0.209 2.732
C 3.111 -0.603 -2.689
C -5.881 5.708 -2.843
C -2.516 -1.101 -0.724
C 4.277 -2.777 -2.883
C -6.664 2.753 0.711
C -6.723 2.437 -10.743
C -1.937 -2.312 5.881
H 3.061 0.236 -1.996
H -0.850 -2.273 5.808
H 2.996 -1.015 7.220
H 9.611 -0.220 5.016
H -7.651 2.723 -10.247
H 0.809 -1.690 2.707
H -2.241 -1.635 -1.633
H -1.126 0.048 -8.234
H -4.917 5.501 -3.309
H -2.142 -2.289 6.951
H 5.017 -5.276 -3.323
H 0.555 -0.140 -7.653
H -6.607 5.280 -3.535
H -1.135 2.009 3.560
H 3.196 -0.229 -3.709
H 1.540 -2.432 1.294
H 2.245 -0.849 1.910
H 0.154 0.960 -8.975
H -6.968 2.018 -11.719
H 3.118 -2.806 12.592
H -7.456 2.184 0.225
H -1.862 2.612 5.031
H -5.575 0.601 -6.218
H -7.147 2.995 1.658
H 8.900 -1.805 5.060
H 3.814 -0.296 8.645
H 7.197 0.800 0.052
H 3.977 -5.315 -1.904
H -6.003 3.255 -10.760
H -3.182 -0.308 -1.065
H 3.305 -4.496 12.084
H 1.729 -3.881 12.690
H -5.645 -1.104 -6.810
H -1.502 2.119 -3.590
H 8.918 0.963 0.419
H 4.515 -1.746 7.896
H -1.016 3.915 -3.687
H 5.791 -5.442 -1.703
H -7.071 -0.089 -6.666
H 8.391 -0.574 -0.134
H 2.185 -1.178 -2.713
H -6.007 6.790 -2.870
H -2.230 -3.330 5.624
H -2.767 2.689 3.475
H 0.151 2.734 -3.231
H -3.159 -1.754 -0.133
H -5.798 2.121 0.909
H 8.016 -0.369 5.845
```



Model Q:
Density functional theory data (the ωB97M-V functional and the def2-TZVPD basis) for a 8-piece molecular cluster, C24H48O24 overall.

Properties
* HOMO level: -10.7646 eV
* orbital gap: 11.263 eV
* lowest unoccupied orbital energy: 0.5 eV
* structure (SMILES): COC(=O)OC.COC(=O)OC.COC(=O)OC.COC(=O)OC.COC(=O)OC.COC(=O)OC.COC(=O)OC.COC(=O)OC

XYZ file:
```
96
C24H48O24, DFT the ωB97M-V functional and the def2-TZVPD basis
O 13.881 -12.012 -16.896
O 13.538 -13.193 -18.755
O 4.377 -23.865 -15.794
O 13.229 -19.451 -20.803
O 8.023 -19.467 -26.153
O 13.409 -17.441 -20.080
O 13.841 -17.888 -22.220
O 7.812 -12.104 -16.719
O 8.826 -10.174 -16.900
O 6.763 -10.395 -17.772
O 9.133 -19.496 -24.327
O 12.489 -14.267 -22.845
O 13.813 -12.594 -23.317
O 5.258 -19.690 -18.114
O 9.063 -18.330 -17.925
O 12.160 -13.295 -17.029
O 6.414 -23.040 -15.245
O 13.834 -14.227 -24.592
O 8.796 -16.134 -18.168
O 3.981 -17.961 -18.573
O 9.716 -17.453 -19.710
O 3.057 -19.802 -18.222
O 9.900 -18.258 -26.028
O 6.181 -25.172 -15.377
C 6.819 -13.052 -17.120
C 8.550 -18.265 -16.648
C 9.805 -16.425 -20.710
C 13.767 -16.068 -20.203
C 13.281 -20.405 -21.838
C 5.545 -24.004 -15.515
C 7.723 -10.854 -17.205
C 7.967 -19.248 -27.565
C 13.293 -13.738 -23.521
C 13.323 -15.439 -25.052
C 5.412 -26.359 -15.305
C 6.168 -21.820 -15.911
C 5.080 -17.096 -18.622
C 13.625 -12.068 -22.001
C 15.211 -11.768 -17.270
C 8.772 -8.809 -17.140
C 13.523 -18.221 -21.146
C 10.175 -19.069 -23.470
C 13.241 -12.858 -17.667
C 9.153 -17.193 -18.562
C 11.055 -13.679 -17.857
C 3.029 -21.191 -17.910
C 9.101 -18.999 -25.554
C 4.205 -19.203 -18.293
H 12.942 -21.335 -21.401
H 5.932 -12.803 -16.537
H 10.640 -14.600 -17.452
H 11.305 -13.829 -18.903
H 9.486 -15.447 -20.368
H 3.666 -21.802 -18.561
H 10.242 -12.950 -17.801
H 7.081 -21.360 -16.267
H 14.418 -12.504 -21.397
H 13.231 -15.531 -19.425
H 8.419 -19.219 -16.148
H 3.495 -21.369 -16.935
H 4.983 -26.431 -14.300
H 13.533 -16.227 -24.331
H 6.041 -27.235 -15.438
H 6.937 -19.329 -27.896
H 12.701 -20.072 -22.694
H 8.164 -8.311 -16.389
H 8.603 -19.971 -28.072
H 10.791 -16.454 -21.172
H 13.576 -10.986 -22.027
H 5.733 -21.142 -15.174
H 5.680 -17.148 -17.692
H 9.131 -17.646 -15.956
H 4.626 -26.406 -16.058
H 13.766 -15.612 -26.023
H 5.840 -17.415 -19.344
H 13.593 -15.622 -21.177
H 12.661 -12.386 -21.587
H 15.732 -12.727 -17.336
H 12.240 -15.424 -25.181
H 8.276 -18.230 -27.817
H 15.754 -11.158 -16.564
H 11.095 -18.992 -24.048
H 10.314 -19.780 -22.671
H 9.788 -8.434 -17.104
H 5.468 -21.970 -16.720
H 15.219 -11.339 -18.270
H 7.562 -17.792 -16.671
H 9.926 -18.066 -23.144
H 8.359 -8.595 -18.124
H 1.987 -21.458 -17.948
H 14.311 -20.566 -22.168
H 4.850 -16.042 -18.684
H 6.592 -12.990 -18.177
H 7.178 -14.024 -16.810
H 9.142 -16.751 -21.524
H 14.819 -15.889 -19.953
```



Most stable to least stable: model Q, model P